[1]
{"formula": "H16O8", "method": "the ωB97M-V functional and the def2-TZVPD basis", "homo_lumo_gap_ev": 8.18, "lumo_energy_ev": 0.2, "max_force_ev_per_a": 12.487, "de_lowest_ev": 6.962, "species": ["H", "H", "H", "H", "H", "H", "H", "H", "H", "H", "H", "H", "H", "H", "H", "H", "O", "O", "O", "O", "O", "O", "O", "O"], "xyz": [[0.28446, 0.57608, -0.38232], [0.80548, -0.81874, -0.07725], [3.52519, 0.63368, 1.46815], [3.08283, 1.48440, 0.28890], [-2.08716, 2.32023, 2.74276], [-3.60506, 2.26782, 2.79989], [2.52182, -2.68729, 0.09141], [2.77349, -2.76457, 1.58832], [-1.47204, -0.00254, -2.47409], [-0.05960, -0.55537, -2.37691], [-0.37906, -3.17491, 0.36293], [-0.71249, -1.69206, 0.35993], [-3.14510, -0.99629, -0.48394], [-3.79705, -2.28620, -0.95420], [0.53524, 3.73966, -1.54482], [1.54759, 4.13635, -0.48284], [0.43428, -0.28493, -0.78876], [2.89837, 0.65079, 0.73617], [-2.86277, 2.14988, 2.19650], [3.16806, -2.45157, 0.76654], [-0.85520, -0.40678, -1.85353], [-0.07174, -2.32759, 0.02150], [-4.00490, -1.41939, -0.58756], [1.47535, 3.90933, -1.41677]]}

[2]
{"formula": "C42H62CuN4O2Se2", "method": "the ωB97M-V functional and the def2-TZVPD basis", "homo_lumo_gap_ev": [4.23, 5.05], "total_charge": -2, "lumo_energy_ev": [4.1, 4.1], "max_force_ev_per_a": 0.689, "de_lowest_ev": 0.419, "multiplicity": 2, "species": ["Cu", "C", "N", "C", "C", "C", "N", "C", "C", "C", "C", "C", "C", "C", "O", "C", "C", "C", "C", "C", "C", "C", "C", "C", "C", "C", "C", "C", "C", "C", "O", "C", "C", "C", "C", "C", "C", "C", "C", "H", "H", "H", "H", "H", "H", "H", "H", "H", "H", "H", "H", "H", "H", "H", "H", "H", "H", "H", "H", "H", "H", "H", "H", "H", "H", "H", "H", "H", "H", "H", "H", "H", "H", "H", "H", "H", "H", "H", "H", "H", "H", "H", "H", "H", "H", "H", "H", "H", "H", "H", "H", "H", "H", "Se", "C", "N", "C", "Se", "N", "C", "C", "C", "C", "C", "C", "H", "H", "H", "H", "H", "H", "H", "H"], "xyz": [[2.27903, -0.85880, -0.67765], [4.23904, -1.51769, -2.89883], [4.41024, -1.14543, -1.49159], [5.08058, -2.20526, -0.73504], [5.12937, 0.11615, -1.35137], [4.27407, 1.35383, -1.57689], [3.07784, 1.41293, -0.74598], [2.20540, 2.51173, -1.16965], [0.71712, 2.28995, -1.42875], [-0.01938, 3.47056, -1.50356], [-1.36105, 3.52305, -1.86184], [-1.96206, 2.29218, -2.13091], [-1.29117, 1.07438, -2.07416], [0.10499, 1.02705, -1.70995], [0.72198, -0.10391, -1.67803], [-2.05425, -0.23089, -2.35441], [-2.10524, -1.07198, -1.06631], [-1.39128, -1.05182, -3.47485], [-3.49912, 0.02963, -2.78961], [-2.09696, 4.86166, -2.00902], [-1.99225, 5.69799, -0.72294], [-1.48687, 5.66741, -3.16790], [-3.58167, 4.65572, -2.30880], [3.37745, 1.48042, 0.69485], [2.24438, 1.08090, 1.60556], [1.39380, 2.01326, 2.15828], [0.41859, 1.65458, 3.09443], [0.44406, 0.33520, 3.52970], [1.29499, -0.65987, 3.02748], [2.13386, -0.32460, 1.91883], [2.83290, -1.17999, 1.23510], [1.34510, -1.99239, 3.81594], [1.90380, -1.67434, 5.21981], [2.23203, -3.09100, 3.21250], [-0.05451, -2.59831, 3.99886], [-0.58633, 2.69277, 3.59357], [-1.35077, 3.27700, 2.39575], [-1.60724, 2.08547, 4.55339], [0.13990, 3.83431, 4.32433], [5.21484, -1.57701, -3.41680], [3.61038, -0.78373, -3.41088], [3.74913, -2.49336, -2.95994], [6.13097, -2.32351, -1.06242], [4.55334, -3.15195, -0.88264], [5.04621, -1.95523, 0.32792], [5.96515, 0.15880, -2.06624], [5.57193, 0.14254, -0.35802], [3.94562, 1.36466, -2.61761], [4.91530, 2.24325, -1.43284], [2.62729, 2.92720, -2.08741], [2.28536, 3.31854, -0.43035], [0.51526, 4.40198, -1.29669], [-3.00566, 2.28355, -2.41683], [-1.09109, -1.32066, -0.74139], [-2.66705, -1.99805, -1.23429], [-2.59964, -0.50490, -0.26783], [-0.35708, -1.29189, -3.23316], [-1.41856, -0.48624, -4.41802], [-1.94493, -1.99136, -3.61974], [-4.09255, 0.50668, -1.99980], [-3.96966, -0.93091, -3.02218], [-3.54415, 0.65870, -3.68720], [-0.95114, 5.94596, -0.48824], [-2.40066, 5.14291, 0.12629], [-2.55015, 6.63978, -0.82837], [-0.42802, 5.87456, -2.98007], [-2.00860, 6.62749, -3.30111], [-1.55556, 5.09864, -4.10189], [-4.06160, 4.05154, -1.53155], [-3.73251, 4.15371, -3.27122], [-4.08734, 5.62728, -2.34910], [3.72316, 2.49493, 0.95412], [4.18320, 0.78118, 0.90336], [1.49843, 3.05308, 1.85131], [-0.23720, 0.04992, 4.32791], [2.89220, -1.20994, 5.13195], [2.00187, -2.59759, 5.81051], [1.25408, -0.98084, 5.76718], [3.27364, -2.77284, 3.13739], [1.91468, -3.37641, 2.20714], [2.17560, -3.97164, 3.87001], [-0.80933, -1.85146, 4.26646], [-0.03428, -3.36116, 4.78664], [-0.36907, -3.09969, 3.08378], [-1.88811, 2.48671, 1.85744], [-0.67082, 3.74302, 1.67523], [-2.07505, 4.03485, 2.72844], [-2.12948, 1.24024, 4.09239], [-2.35288, 2.84268, 4.82067], [-1.13419, 1.73418, 5.47805], [0.85641, 4.33110, 3.66143], [0.69337, 3.44317, 5.18481], [-0.57559, 4.58923, 4.68054], [2.62972, -5.03271, -1.69060], [-0.70283, -5.86712, -2.68839], [-1.25004, -5.12408, -1.57212], [-0.44810, -4.44854, -0.63303], [1.08303, -3.34559, -1.16873], [-1.40531, -3.84102, 0.19504], [-2.69301, -4.18142, -0.13558], [-3.91642, -3.88335, 0.43319], [-5.06667, -4.44071, -0.15307], [-4.96952, -5.27207, -1.25810], [-3.72038, -5.58054, -1.83162], [-2.58967, -5.02065, -1.26566], [-0.02247, -5.23652, -3.25784], [-1.52272, -6.19349, -3.32509], [-0.12783, -6.72609, -2.34489], [-1.14420, -3.14566, 0.86147], [-3.98616, -3.21964, 1.28939], [-6.04063, -4.21827, 0.27060], [-5.86819, -5.69794, -1.68944], [-3.65449, -6.21807, -2.70300]]}

[3]
{"formula": "C2H4N4", "method": "the ωB97M-V functional and the def2-TZVPD basis", "homo_lumo_gap_ev": [7.44, 7.52], "lumo_energy_ev": [0.1, 0.3], "max_force_ev_per_a": 3.225, "de_lowest_ev": 6.130, "species": ["C", "C", "N", "N", "N", "N", "H", "H", "H", "H"], "xyz": [[0.58769, 1.11982, -0.14066], [-0.61787, 0.49789, -0.19997], [-2.87250, -0.32448, -0.14317], [-1.66728, -0.00602, -0.06148], [1.50694, 0.14608, -0.05402], [1.08729, -1.10240, -0.12707], [0.77475, 2.22259, 0.14277], [-2.99191, -1.22530, 0.29190], [2.52079, 0.52645, 0.14884], [1.67209, -1.85462, 0.14287]]}

[4]
{"formula": "C28H55N6OPRuS", "method": "the ωB97M-V functional and the def2-TZVPD basis", "homo_lumo_gap_ev": [5.74, 5.84], "total_charge": 3, "lumo_energy_ev": [-10.8, -10.7], "max_force_ev_per_a": 4.075, "de_lowest_ev": 0.230, "multiplicity": 2, "species": ["Ru", "N", "C", "C", "N", "C", "C", "N", "C", "C", "N", "H", "H", "H", "H", "H", "H", "H", "H", "H", "H", "H", "H", "H", "H", "H", "H", "H", "H", "O", "P", "C", "C", "C", "C", "C", "C", "C", "C", "C", "C", "C", "C", "C", "C", "C", "C", "C", "C", "H", "H", "H", "H", "H", "H", "H", "H", "H", "H", "H", "H", "H", "H", "H", "H", "H", "H", "H", "H", "H", "H", "H", "H", "H", "H", "H", "H", "H", "H", "H", "H", "H", "S", "C", "N", "C", "C", "C", "N", "H", "H", "H", "H"], "xyz": [[1.42327, -0.66794, -1.89533], [0.02567, -2.66354, -2.11033], [0.69057, -3.93044, -1.77063], [1.81697, -3.64564, -0.78153], [2.81797, -2.70324, -1.30263], [3.73507, -2.30514, -0.22723], [4.39997, -0.96424, -0.52723], [3.36427, 0.06286, -0.62853], [3.56227, -3.20424, -2.46923], [2.95967, -2.78814, -3.81903], [2.71907, -1.33894, -3.86823], [-0.61323, -2.41524, -1.35133], [-0.51753, -2.75354, -2.96963], [1.07157, -4.40784, -2.67353], [-0.01293, -4.63144, -1.30343], [2.28687, -4.59274, -0.48503], [1.36397, -3.18234, 0.10297], [4.50397, -3.07004, -0.05863], [3.15407, -2.20444, 0.69287], [4.93777, -0.99434, -1.47523], [5.12507, -0.74014, 0.26377], [3.75017, 0.93496, -0.98643], [2.96327, 0.24166, 0.29407], [3.64227, -4.29764, -2.43523], [4.57937, -2.80944, -2.42693], [2.00587, -3.28434, -3.99933], [3.65747, -3.10454, -4.60553], [2.21597, -1.10504, -4.72333], [3.60577, -0.83354, -3.89683], [0.23657, -0.55964, 0.20297], [-0.57843, 0.29286, 1.13827], [-1.92363, 1.15216, 0.14557], [-2.50393, 0.17566, -0.87373], [-3.59023, 0.88736, -1.68573], [-4.70283, 1.45526, -0.79433], [-4.39423, 1.29046, 0.69367], [-3.00233, 1.85486, 0.97137], [-1.17153, -0.89014, 2.46297], [-2.26763, -0.41544, 3.41137], [-2.65623, -1.53454, 4.37637], [-3.23553, -2.73644, 3.63547], [-2.97033, -2.66834, 2.13947], [-1.53363, -2.25064, 1.83677], [0.56467, 1.69456, 1.62417], [1.71967, 1.21066, 2.51037], [1.38987, 1.20286, 4.00047], [0.84067, 2.54716, 4.45897], [-0.37653, 2.94296, 3.63157], [-0.02633, 2.99606, 2.15117], [-1.34003, 1.89826, -0.41103], [-2.92633, -0.69384, -0.37053], [-1.69743, -0.16314, -1.54263], [-4.00803, 0.16106, -2.38563], [-3.14123, 1.68486, -2.28373], [-5.64713, 0.94806, -1.00043], [-4.85743, 2.51046, -1.02433], [-4.46823, 0.23916, 0.97727], [-5.12513, 1.84516, 1.28227], [-2.78733, 1.79776, 2.04047], [-3.02533, 2.91576, 0.71337], [-0.25033, -1.01144, 3.04897], [-3.16403, -0.13894, 2.85437], [-1.93253, 0.44766, 3.98667], [-3.38033, -1.15224, 5.09827], [-1.77723, -1.82334, 4.95997], [-4.31163, -2.81714, 3.80217], [-2.81163, -3.65754, 4.04327], [-3.65423, -1.94964, 1.67967], [-3.17563, -3.63644, 1.68357], [-1.38073, -2.21784, 0.75497], [-0.86163, -3.01614, 2.23167], [0.97017, 1.88966, 0.61317], [2.55957, 1.89766, 2.36137], [2.02257, 0.20316, 2.19827], [2.29677, 0.96746, 4.56187], [0.66927, 0.41316, 4.22477], [1.60917, 3.31696, 4.37007], [0.56527, 2.48386, 5.50967], [-0.73703, 3.92056, 3.94887], [-1.18553, 2.23036, 3.79857], [0.72917, 3.77386, 2.00927], [-0.90183, 3.28666, 1.57047], [0.77277, 1.74876, -2.28003], [0.98457, 2.78736, -3.61113], [0.90427, 4.13486, -3.38853], [1.06627, 5.01716, -4.39113], [1.28817, 4.55156, -5.66453], [1.30757, 3.15806, -5.83663], [1.17987, 2.31886, -4.83233], [0.71257, 4.46586, -2.44573], [1.00207, 6.07176, -4.15443], [1.42567, 5.23246, -6.48763], [1.42977, 2.71046, -6.81383]]}

[5]
{"formula": "C4H6N2O", "method": "the ωB97M-V functional and the def2-TZVPD basis", "homo_lumo_gap_ev": 10.13, "lumo_energy_ev": 0.8, "max_force_ev_per_a": 2.333, "de_lowest_ev": 4.914, "species": ["C", "C", "C", "C", "H", "H", "H", "H", "H", "H", "N", "N", "O"], "xyz": [[-1.21508, -1.56270, -0.89682], [-0.15006, 0.35381, 0.00843], [-0.19270, 1.68602, 0.54212], [-0.28430, 2.78249, 0.99084], [-1.06914, -2.17951, 0.03042], [-2.19146, -1.90237, -1.28994], [-0.35501, -1.77828, -1.64002], [1.01109, -1.30894, -0.07803], [2.74773, 0.54168, 0.44971], [-0.20128, 3.75681, 1.48841], [-1.25275, -0.12619, -0.46590], [1.09515, -0.30871, -0.08095], [2.05782, 0.04590, 0.94172]]}

[6]
{"formula": "CH25O11", "method": "the ωB97M-V functional and the def2-TZVPD basis", "homo_lumo_gap_ev": 7.56, "total_charge": 1, "lumo_energy_ev": -5.3, "max_force_ev_per_a": 3.652, "de_lowest_ev": 2.278, "species": ["O", "H", "H", "H", "O", "H", "H", "H", "C", "O", "H", "H", "H", "O", "H", "H", "O", "H", "H", "O", "H", "H", "O", "H", "H", "O", "H", "H", "O", "H", "H", "O", "H", "H", "O", "H", "H"], "xyz": [[-1.59644, -0.03849, -3.21435], [-1.40076, -0.97824, -3.20153], [-2.15705, 0.19831, -2.47189], [-1.83089, 0.30579, -4.07929], [-0.04440, -3.29668, -0.40026], [0.02575, -2.39732, -0.07189], [-0.68685, -3.82507, 0.07897], [-0.36552, -3.22566, -1.30217], [0.53065, 0.06758, -0.42224], [-0.40978, -0.54300, 0.49976], [0.32456, 0.15923, -1.48864], [1.03440, 0.92604, 0.02204], [1.43713, -0.53486, -0.48103], [-2.84627, -1.38228, 1.42760], [-2.02700, -1.06952, 1.04393], [-3.15525, -0.65113, 1.96257], [2.01994, -2.33544, 1.68395], [2.69625, -2.20203, 1.01985], [1.55728, -1.49857, 1.72681], [-2.80446, 0.46906, -0.99573], [-2.05698, 0.32368, -0.41576], [-3.55407, 0.54845, -0.40580], [-1.80138, 1.65921, 1.79528], [-2.26837, 1.18714, 2.48470], [-1.38100, 0.97301, 1.27697], [3.99533, 1.09240, 0.00130], [4.31673, 1.26586, -0.88349], [3.55224, 0.24659, -0.06584], [0.21356, 3.84521, 1.66145], [0.13369, 2.89253, 1.61391], [0.74443, 4.00287, 2.44219], [2.23460, 1.38710, -3.21718], [1.70732, 1.28778, -2.42450], [1.88423, 2.17009, -3.64193], [0.54234, -0.49783, 3.15318], [1.35788, -0.03019, 2.97306], [0.07802, -0.50171, 2.31615]]}